1.
Formula: C19H24AsF6LuNO3SSb2
Source: OMol25
Level of theory: ωB97M-V/def2-TZVPD

Geometry as XYZ:
```
58
Properties=species:S:1:pos:R:3:forces:R:3
Lu 9.96243 8.27283 11.31736 0.40 -0.11 -0.07
C 7.52622 9.31195 14.69972 -0.46 0.39 -0.09
Sb 9.42617 8.58798 14.23158 -0.07 -0.17 -0.45
C 10.16794 8.22254 16.12120 0.29 -0.03 0.93
C 8.77625 6.57660 13.67736 -0.40 -0.29 -0.36
C 9.70938 5.86167 12.71222 -0.02 0.19 0.27
C 11.03417 5.68840 13.17351 0.17 -0.08 -0.27
C 11.99336 4.96922 12.47666 -0.87 0.12 0.00
C 11.62067 4.38536 11.26143 0.40 0.27 0.40
C 10.35021 4.57978 10.77962 0.03 -0.32 -0.45
C 9.36731 5.30647 11.46078 -0.15 0.24 -0.36
C 8.01072 5.39055 10.78590 0.30 -0.22 1.10
Sb 7.69120 6.25919 8.89398 0.10 0.54 0.10
C 8.60802 5.19829 7.38920 0.21 -0.46 -0.44
C 5.66594 5.87849 8.71973 -0.66 0.51 -0.06
H 7.58822 10.37422 14.95191 -0.08 -0.19 0.03
H 7.10980 8.74601 15.53513 0.03 0.09 -0.09
H 6.89760 9.20078 13.81121 0.00 0.05 0.23
H 9.55926 7.46187 16.62570 0.17 0.17 -0.17
H 10.10571 9.15505 16.68893 0.01 -0.12 -0.05
H 11.21059 7.92393 16.08590 0.05 -0.10 0.06
H 7.73880 6.64362 13.32851 0.24 -0.03 0.05
H 8.76385 6.03368 14.62339 -0.04 -0.08 -0.04
H 11.29732 6.14026 14.12190 0.05 -0.06 0.11
H 12.98764 4.87766 12.87682 0.19 -0.09 0.01
H 12.34504 3.82922 10.68427 -0.02 -0.11 -0.01
H 10.10809 4.13595 9.81330 -0.07 0.09 0.19
H 7.24450 5.85012 11.40488 -0.02 0.00 0.07
H 7.65232 4.39045 10.54635 -0.01 -0.33 0.10
H 8.35270 4.14495 7.49889 0.02 -0.08 0.01
H 9.67004 5.35963 7.45840 0.33 -0.06 -0.04
H 8.23492 5.56001 6.44056 -0.07 0.05 -0.23
H 5.50758 4.80946 8.63941 -0.02 -0.22 -0.05
H 5.32543 6.38800 7.81920 -0.18 -0.14 0.02
H 5.13272 6.28453 9.58203 0.06 -0.08 -0.12
F 7.68956 8.27225 11.19788 0.60 -0.84 0.74
As 7.56370 9.91962 10.42804 -1.68 0.51 -0.30
F 6.30707 10.17910 11.53387 0.22 0.39 -0.42
F 8.80960 10.33405 11.58933 0.10 0.16 0.45
F 7.61732 11.40682 9.66336 -0.21 -0.13 0.11
F 8.96880 9.32163 9.53587 0.99 -0.29 -0.48
F 6.63361 9.06171 9.27638 -0.48 0.55 -0.22
O 11.59378 9.84790 11.18995 -1.06 0.16 0.28
S 12.75441 8.95845 10.99720 0.51 -1.28 -0.57
O 13.71024 8.97044 12.03243 0.56 0.07 0.04
N 12.00025 7.49254 10.76637 0.25 1.14 0.35
C 11.64967 7.46465 9.44840 -0.03 -0.37 0.62
O 10.52239 7.02453 9.18142 -0.76 -0.14 -0.47
C 12.56301 8.17525 8.56446 0.08 0.35 0.41
C 12.73818 8.07037 7.20709 0.05 -0.10 -0.19
C 13.72233 8.88153 6.66037 0.35 0.15 -0.02
C 14.45205 9.77624 7.44460 -0.06 -0.02 -0.39
C 14.23504 9.92312 8.80896 0.14 0.40 -0.06
C 13.27395 9.10704 9.33177 0.34 -0.24 0.03
H 12.17859 7.35673 6.60174 0.16 0.21 0.21
H 13.96127 8.78919 5.61236 -0.02 0.10 -0.11
H 15.20451 10.38503 6.97838 0.20 0.11 -0.17
H 14.78639 10.65099 9.40457 -0.13 -0.26 -0.15
```
Positions in Å, forces in eV/Å.

Output
Energy relative to the best compared isomer or geometry (same formula, charge and spin) = 0.0 kJ/mol
Orbital gap (alpha / beta) = 0.321 / 0.231 Eh
Spin multiplicity = 2
Total charge = +2
LUMO level (alpha / beta) = -0.2219 / -0.3135 hartree

=====

2.
Formula: C42H98N14O14
Source: OMol25
Level of theory: ωB97M-V/def2-TZVPD

Geometry as XYZ:
```
168
Properties=species:S:1:pos:R:3:forces:R:3
C -23.21612 -5.65395 7.53373 -0.67 -0.24 -0.82
C -21.83311 -6.18472 7.69692 1.38 1.54 0.12
O -21.00641 -5.59524 8.39250 -0.31 -0.31 0.03
N -21.46564 -7.19120 6.88833 -0.48 -0.86 -0.48
C -20.15772 -7.78864 6.84441 0.78 -0.56 0.10
H -23.96034 -6.45241 7.55807 -0.18 0.21 0.53
H -23.34220 -5.24233 6.52512 0.30 0.01 -0.06
H -23.40266 -4.82570 8.20623 -0.18 -0.38 0.38
H -22.19591 -7.68662 6.40676 -0.01 0.09 -0.06
H -19.35117 -7.09763 6.60135 -0.25 0.36 0.17
H -20.10679 -8.55402 6.06919 -0.38 0.08 -0.08
H -19.89344 -8.29701 7.77404 -0.05 0.20 0.14
C -27.89330 4.20846 5.91181 -0.92 -0.23 0.76
C -27.12104 3.51647 4.80915 -0.64 1.42 -0.95
O -27.58416 3.41681 3.67347 -0.12 -0.19 0.64
N -25.87384 3.11948 5.06199 1.02 -0.89 0.24
C -25.15349 2.99722 6.32186 0.27 0.46 -0.84
H -28.83743 4.62166 5.55903 0.05 -0.41 -0.49
H -27.47428 5.05781 6.45492 0.82 -0.29 -0.23
H -28.15015 3.45434 6.66482 -0.01 0.10 0.09
H -25.38746 2.73914 4.25708 -0.14 0.12 -0.08
H -24.33506 3.72295 6.28637 -0.11 0.12 0.51
H -24.66743 2.02176 6.36594 -0.34 -0.15 0.29
H -25.81694 3.16926 7.16221 0.13 -0.02 0.11
C -27.13550 -4.45015 1.78225 -1.02 -0.21 0.53
C -26.42159 -5.77272 2.06027 1.05 1.84 -0.26
O -25.28193 -5.96347 1.67708 -0.02 -0.52 0.02
N -27.09966 -6.65831 2.82303 -0.29 0.00 0.05
C -26.46637 -7.85627 3.31366 -0.03 -0.23 0.44
H -26.62743 -3.49412 1.90490 0.98 -0.47 -0.03
H -27.95280 -4.35398 2.50706 -0.35 -0.12 -0.39
H -27.52324 -4.43072 0.76371 -0.17 -0.19 0.04
H -27.95854 -6.32850 3.22232 -0.10 -0.25 0.00
H -27.14752 -8.37038 3.99202 -0.09 0.00 -0.12
H -25.56920 -7.61781 3.89104 0.10 0.03 -0.16
H -26.19677 -8.54050 2.51119 0.03 0.10 -0.07
C -29.71865 -2.26620 2.98842 0.42 0.17 0.77
C -30.51613 -0.98376 2.97918 -0.17 -0.01 -0.27
O -31.20205 -0.66035 2.01280 0.07 -0.08 0.45
N -30.33826 -0.17251 4.03468 0.22 0.32 1.11
C -30.97539 1.13086 4.16776 -0.13 -0.19 -1.86
H -28.97850 -2.12628 2.19934 -0.19 -0.58 -0.25
H -30.33959 -3.15719 2.93142 -0.10 0.14 -0.74
H -29.14607 -2.42164 3.90908 0.01 0.36 0.07
H -29.79131 -0.48774 4.81547 0.06 -0.20 -0.11
H -32.04071 0.98945 3.97520 -0.11 0.27 0.63
H -30.64790 1.74246 3.32088 0.12 0.16 0.18
H -30.70201 1.66009 5.07113 -0.17 -0.33 0.26
C -22.96088 -0.65950 1.14626 -1.03 -0.42 -0.36
C -22.12694 0.02404 0.10232 0.84 0.40 0.06
O -21.36721 -0.59014 -0.64806 -0.23 0.42 0.11
N -22.22368 1.37278 0.05463 -0.60 0.11 0.31
C -21.67548 2.21263 -0.99037 0.10 0.17 0.34
H -23.82048 -0.07717 1.48255 0.32 0.32 0.12
H -22.42057 -1.08745 1.99008 0.30 0.09 -0.21
H -23.44393 -1.49482 0.63160 0.21 -0.18 0.07
H -22.77942 1.82144 0.77010 -0.16 -0.13 -0.08
H -22.19550 2.08494 -1.93981 0.33 -0.41 -0.13
H -20.59966 2.04917 -1.03041 -0.03 -0.02 -0.54
H -21.85678 3.25811 -0.73804 0.13 -0.10 0.24
C -20.87193 -2.71677 -3.47136 0.67 -0.07 0.96
C -21.23671 -3.77946 -2.43254 0.00 0.02 -1.33
O -21.31162 -4.95333 -2.78246 -0.18 0.02 0.49
N -21.47553 -3.30349 -1.21190 0.02 0.59 1.33
C -21.96248 -4.10020 -0.10448 0.47 -1.09 -0.21
H -21.69178 -2.02559 -3.65517 -0.15 -0.24 -0.29
H -20.49199 -3.25527 -4.33292 -0.27 0.25 -0.27
H -20.06956 -2.09964 -3.05454 0.04 0.02 -0.12
H -21.26865 -2.32168 -0.97133 -0.35 -0.55 -0.58
H -23.05319 -4.13149 -0.04981 -0.02 0.27 0.17
H -21.49638 -3.79887 0.83286 -0.34 0.37 -0.05
H -21.64970 -5.14008 -0.23404 -0.04 0.03 -0.21
C -24.65621 -1.59980 8.74086 0.87 0.39 0.04
C -23.70886 -1.57047 7.55867 -0.77 0.85 -0.17
O -24.02151 -0.98536 6.51575 0.09 -0.15 0.17
N -22.53248 -2.17510 7.69085 0.56 -0.59 0.21
C -21.61203 -2.33618 6.57958 0.02 0.13 0.23
H -24.11864 -1.32361 9.65131 0.08 -0.45 0.09
H -25.05754 -2.61042 8.80985 -0.35 0.15 0.24
H -25.38748 -0.80551 8.62593 -0.35 -0.38 -0.31
H -22.28759 -2.62778 8.55682 -0.16 -0.05 0.01
H -20.61408 -2.47861 6.99121 0.02 0.07 -0.12
H -21.67161 -1.43055 5.97882 0.16 -0.12 -0.14
H -21.85494 -3.20628 5.96712 -0.07 0.05 -0.07
C -22.63229 -6.31438 3.77981 -0.21 0.57 -0.06
C -21.90367 -7.43683 3.08486 0.32 0.28 0.58
O -20.95989 -7.22242 2.34913 -0.10 -0.06 -0.33
N -22.32736 -8.70007 3.35633 -0.14 -0.70 0.19
C -21.86852 -9.85082 2.59972 -0.12 0.24 -0.44
H -23.39251 -6.64793 4.48785 -0.04 -0.03 -0.06
H -23.10045 -5.67909 3.02419 -0.25 -0.36 -0.15
H -21.96060 -5.60802 4.27114 0.22 -0.41 0.13
H -22.94327 -8.92406 4.11606 -0.30 0.56 -0.07
H -22.49902 -9.98430 1.71580 0.17 0.05 -0.09
H -21.96838 -10.76547 3.18063 0.25 0.11 0.20
H -20.84589 -9.66295 2.27926 0.01 -0.25 0.02
C -28.47857 -6.81776 8.27505 0.76 -0.06 -0.51
C -27.43625 -5.84592 7.73967 0.52 0.86 0.71
O -26.46416 -5.48507 8.39385 -0.23 -0.40 0.23
N -27.66456 -5.29370 6.53001 -0.62 -0.19 -0.19
C -26.82018 -4.29558 5.89060 0.01 -1.07 -0.83
H -28.59770 -6.62655 9.33686 -0.16 0.06 -0.02
H -28.06745 -7.82293 8.16518 -0.10 -0.06 0.06
H -29.41334 -6.75544 7.72322 -0.10 0.01 0.16
H -28.31331 -5.78280 5.93374 -0.13 0.24 0.05
H -26.00055 -3.95652 6.51290 -0.25 0.01 0.33
H -27.42880 -3.47839 5.51048 0.12 0.18 0.15
H -26.38342 -4.82399 5.03686 0.25 0.48 -0.19
C -19.64648 -1.08979 3.71594 0.23 0.45 0.13
C -20.03146 -2.51354 3.40495 -0.94 -0.65 -0.72
O -21.09278 -2.80991 2.86088 0.19 0.39 0.35
N -19.17511 -3.46894 3.80568 1.02 1.05 0.16
C -19.30598 -4.87776 3.55798 -0.83 -0.62 0.13
H -20.37649 -0.38203 3.33115 -0.30 -0.26 0.06
H -18.70095 -0.75553 3.28383 0.16 -0.43 0.04
H -19.57611 -0.99859 4.80223 0.03 0.20 -0.01
H -18.30720 -3.11010 4.17110 0.05 -0.34 0.04
H -19.91535 -5.33695 4.34544 0.39 -0.10 0.13
H -18.32854 -5.34907 3.51212 0.00 0.02 0.05
H -19.86945 -5.12030 2.65619 0.26 0.39 -0.17
C -31.07027 2.43796 0.13667 0.76 0.10 0.28
C -29.80267 1.81425 -0.42123 0.19 0.07 -1.03
O -29.21942 2.28578 -1.40014 -0.35 -0.04 0.46
N -29.34417 0.71653 0.19960 -0.83 -0.24 0.63
C -28.23023 -0.03184 -0.32649 0.88 0.22 0.50
H -31.91885 2.33491 -0.53372 0.17 0.09 -0.25
H -30.77734 3.48193 0.25778 -0.52 0.10 0.04
H -31.35248 2.00862 1.09613 0.01 0.00 0.05
H -29.88798 0.42683 1.00291 0.19 -0.45 -0.34
H -28.11218 -1.04782 0.04881 -0.74 -0.05 0.11
H -27.31670 0.43791 0.04553 0.23 -0.02 -0.54
H -28.26737 -0.03965 -1.41209 0.11 0.08 -0.01
C -22.77158 0.90711 4.41407 -0.25 0.26 0.22
C -22.50427 2.06079 3.46735 -0.95 -0.38 -0.44
O -23.38193 2.43300 2.68992 0.13 0.18 0.04
N -21.29735 2.63319 3.54313 0.69 -0.37 0.38
C -20.75718 3.67989 2.69307 -0.47 0.21 0.27
H -22.16725 1.00393 5.31701 -0.04 -0.31 0.03
H -22.67588 -0.08074 3.96111 0.50 0.15 -0.19
H -23.82677 0.91671 4.68654 0.07 0.28 0.12
H -20.65348 2.17056 4.16356 0.06 0.15 0.02
H -19.73533 3.41650 2.43426 -0.05 0.07 -0.29
H -20.75869 4.63728 3.21746 0.10 -0.02 0.07
H -21.39832 3.81527 1.82502 0.16 -0.25 -0.14
C -26.59926 0.08341 3.78838 0.14 0.85 -0.18
C -25.87047 -1.09929 3.22131 -0.23 -0.06 -0.23
O -25.95812 -1.33026 2.02154 -0.20 -0.30 -0.01
N -25.15777 -1.84573 4.08650 0.23 0.01 -0.32
C -24.24014 -2.89991 3.63926 0.52 0.30 1.17
H -27.67194 0.00296 3.62296 -0.03 -0.15 -0.03
H -26.27957 0.92779 3.17149 -0.15 0.05 0.04
H -26.41080 0.36797 4.82469 0.09 -0.42 0.10
H -24.86478 -1.35403 4.93423 -0.25 -0.51 -0.10
H -24.45252 -3.82286 4.18259 -0.15 -0.12 -0.16
H -23.25305 -2.57893 3.98037 0.16 -0.24 -0.32
H -24.18809 -3.10811 2.57592 -0.40 0.34 -0.09
C -24.38692 4.41707 -0.38417 -0.22 -0.01 0.58
C -25.55675 3.78354 -1.09850 -0.05 -0.25 -0.97
O -25.79653 4.06222 -2.26722 0.12 0.09 0.21
N -26.29493 2.88075 -0.42384 -0.35 -0.50 0.68
C -26.16026 2.55912 0.99001 0.32 0.75 -0.31
H -23.79308 3.69595 0.18201 -0.09 0.00 -0.09
H -24.78351 5.11152 0.36204 0.13 0.15 -0.07
H -23.77683 4.94478 -1.10927 -0.04 0.03 -0.01
H -27.11208 2.48100 -0.87182 0.08 0.38 -0.47
H -25.37920 1.81607 1.17010 -0.11 -0.10 0.08
H -27.11857 2.24047 1.39111 0.02 -0.12 -0.06
H -25.89993 3.47384 1.52275 0.04 -0.18 0.25
```
Positions in Å, forces in eV/Å.

Output
Energy relative to the best compared isomer or geometry (same formula, charge and spin) = 109.3 kJ/mol
Orbital gap = 0.286 Eh
LUMO level = -0.0100 hartree

=====

3.
Formula: C12H14O9SV
Source: OMol25
Level of theory: ωB97M-V/def2-TZVPD

Geometry as XYZ:
```
37
Properties=species:S:1:pos:R:3:forces:R:3
O 1.75096 2.11687 2.05582 -0.13 0.54 -0.60
C 1.62201 2.43750 0.90819 0.57 -0.83 1.42
O 2.56648 2.06058 -0.01739 -1.33 -0.10 0.15
C 1.97853 1.53111 -1.20586 0.60 0.50 -1.44
C 2.56051 0.15113 -1.60133 -0.88 -0.07 0.71
C 1.70178 -0.95988 -0.92589 0.50 -1.12 -0.91
C 0.50109 -1.28102 -1.87017 0.61 -0.08 -0.48
O -0.60834 -1.83429 -1.15768 0.30 0.76 -0.50
C -1.51680 -0.93692 -0.76398 -1.01 0.54 1.43
C -1.90686 -0.97363 0.59036 -0.12 -0.41 0.37
C -2.86399 -0.10593 1.05523 -0.48 0.73 -0.51
C -3.48159 0.85758 0.21397 0.47 -0.38 0.19
C -3.08413 0.91097 -1.15168 -0.86 0.35 1.31
C -2.15183 0.02668 -1.60370 1.05 -0.36 -1.17
C 2.46931 -2.30858 -0.69088 1.46 0.02 0.78
O 2.10924 -2.79296 0.64116 -0.56 1.12 0.25
S 1.97353 -1.45835 1.53360 -1.02 1.14 0.69
O 3.20627 -0.88314 1.90987 0.87 -0.44 -0.99
O 0.99910 -1.50569 2.56087 -0.56 -1.19 -0.28
O 1.25342 -0.57608 0.36262 0.36 -0.25 -0.09
H 0.73374 3.03244 0.60616 0.51 -0.22 -0.65
H 0.87734 1.48043 -1.14930 0.33 0.01 0.18
H 2.21745 2.22560 -2.03145 -0.12 -0.18 0.33
H 2.43669 0.06960 -2.69423 0.29 -0.12 0.34
H 3.62154 0.05988 -1.33276 -0.33 0.17 -0.07
H 0.84104 -2.05581 -2.57493 -0.19 0.29 0.24
H 0.27680 -0.39712 -2.48614 -0.48 -0.20 0.44
H -1.49579 -1.68399 1.30940 0.24 0.07 -0.54
H -3.18591 -0.14689 2.09013 0.02 -0.21 0.01
H -4.23877 1.51145 0.64825 0.17 -0.12 -0.36
H -3.57976 1.64935 -1.78078 0.34 -0.32 -0.11
H -1.86183 0.06082 -2.65859 -0.15 -0.07 0.33
H 2.29850 -3.10923 -1.41710 -0.30 0.25 0.33
H 3.55961 -2.16026 -0.59656 -0.37 0.23 -0.51
O -4.58589 2.15822 2.99004 0.23 0.23 2.01
V -3.81855 1.60097 4.37790 1.47 -1.67 -0.93
O -3.17492 1.22860 5.85684 -1.51 1.37 -1.36
```
Positions in Å, forces in eV/Å.

Output
Orbital gap = 0.108 Eh
Total charge = +1
LUMO level = -0.3397 hartree

=====

Number 1: largest force on an atom 1.778 eV/Å. Number 2: largest force on an atom 2.136 eV/Å. Number 3: largest force on an atom 2.452 eV/Å.